(1)
The following is a DFT calculation (wB97M-V/def2-TZVPD) of a molecular structure, C6H20N4OPt at a distorted geometry.

ORCA input file:
```
! wB97M-V def2-TZVPD RIJCOSX def2/J DEFGRID3
* xyz 2 1
Pt -0.06542 -0.68939 -1.06090
N -0.10848 1.92626 -1.20239
C 0.54287 2.33780 0.03867
C 0.05587 1.48343 1.21209
N -0.02250 0.00876 0.96537
C -1.30972 -0.54037 1.48694
C -2.42940 -0.17801 0.53434
N -2.12282 -0.72487 -0.83022
C 1.17538 -0.71389 1.48580
C 2.35190 -0.48896 0.55906
N 1.97721 -0.89882 -0.83820
H -1.04132 2.32209 -1.27164
H 0.39246 2.28259 -2.00878
H 1.61959 2.24761 -0.09386
H 0.35043 3.38189 0.29317
H 0.70051 1.65288 2.07657
H -0.93698 1.82428 1.50243
H -1.20790 -1.62198 1.57320
H -1.52733 -0.14375 2.48229
H -3.38948 -0.54767 0.89291
H -2.51177 0.90316 0.43466
H -2.45054 -1.68830 -0.87439
H -2.67025 -0.22020 -1.52489
H 1.43011 -0.37151 2.49231
H 0.92793 -1.77375 1.54273
H 2.62249 0.56325 0.53289
H 3.22746 -1.04165 0.89805
H 2.58832 -0.42732 -1.50195
H 2.16501 -1.89477 -0.95264
O 0.03547 -2.21446 -2.60444
H 0.32403 -1.92295 -3.48216
H -0.69313 -2.83138 -2.75700
*
```

DFT total energy: -17786.503 eV
orbital gap: 0.312 Ha
strongest force on any atom: 0.0229 hartree/bohr

---

(2)
The following is a DFT calculation (wB97M-V/def2-TZVPD) of 4 unconnected molecules or ions with the total composition C6H20NO3 at a distorted geometry.

ORCA input file:
```
! wB97M-V def2-TZVPD RIJCOSX def2/J DEFGRID3
* xyz 1 1
C 0.21976 -0.12256 2.47420
C 0.45796 0.80074 1.24759
C -1.02123 1.12259 0.66730
C -0.87649 2.09503 -0.44312
C 0.14801 2.93350 -0.35918
C -1.61643 1.93478 -1.66213
N 1.34229 0.24151 0.15387
H 0.99911 -0.79230 2.76447
H -0.59227 -0.84435 2.31393
H 0.24332 0.54539 3.41716
H 0.73146 1.84527 1.70353
H -1.61102 1.67137 1.46876
H -1.55237 0.21100 0.25829
H 0.85048 3.00433 0.47233
H 0.17254 3.83271 -1.04427
H -2.48087 1.29383 -1.56161
H -2.09556 2.97327 -1.94568
H -0.95857 1.65083 -2.49142
H 0.89188 0.43324 -0.82497
H 1.41128 -0.72579 0.19574
H 2.31655 0.56618 0.27311
H -0.17028 -2.75136 1.49536
H -0.78001 -2.41619 0.09082
O -0.06974 -2.00506 0.79508
H -2.31525 -2.36622 -1.44796
H -1.26615 -3.08332 -2.49848
O -1.41404 -2.63115 -1.64069
H 1.68857 -2.68639 -1.03643
H 2.90261 -1.58604 -1.45529
O 2.52742 -2.24510 -0.75093
*
```

energy above the lowest of the compared OMol25 structures with the same formula, charge and spin: 323.86 kJ/mol
DFT total energy: -14170.307 eV
orbital gap: 0.354 Ha
strongest force on any atom: 0.1105 hartree/bohr

---

(3)
The following is a DFT calculation (wB97M-V/def2-TZVPD) of 2 unconnected molecules or ions with the total composition C6H20O7P4 at a distorted geometry.

ORCA input file:
```
! wB97M-V def2-TZVPD RIJCOSX def2/J DEFGRID3
* xyz 0 1
O 2.56950 1.78479 5.28728
P 1.60166 2.74364 4.69807
P 0.17290 1.68727 3.40333
P -1.89677 2.42647 3.72027
O -1.80624 4.06440 3.78711
O -2.51612 1.86513 5.12573
H 2.22983 3.69617 3.86706
H 0.90934 3.50765 5.66773
H 0.21936 0.38189 3.92056
H -0.92404 4.42228 3.63800
H -2.43793 2.48033 5.87029
O -0.27856 0.33691 -1.04845
P -0.19235 -0.88086 -1.86561
O -1.65010 -1.48121 -2.13280
C -2.59338 -0.72740 -2.90519
C -2.26987 -0.73378 -4.38781
O 0.37089 -2.02598 -0.86497
C 0.90593 -1.69300 0.41454
C -0.13442 -1.86524 1.50051
O 0.55887 -1.46650 -3.14905
C 1.81051 -0.87139 -3.56596
C 2.92566 -1.11259 -2.56885
H -2.64696 0.29576 -2.52391
H -3.56230 -1.19443 -2.73654
H -1.35068 -0.18257 -4.59457
H -3.07632 -0.26646 -4.95369
H -2.12604 -1.75278 -4.74611
H 1.30805 -0.67927 0.41758
H 1.74306 -2.37151 0.59092
H -1.05425 -1.33112 1.25981
H 0.24310 -1.49813 2.45586
H -0.39862 -2.91738 1.61542
H 1.66618 0.19831 -3.73336
H 2.05508 -1.32452 -4.52444
H 2.75517 -0.56100 -1.64193
H 3.87885 -0.78432 -2.98352
H 2.99100 -2.16958 -2.31333
*
```

structure (SMILES): O=[PH2][PH]#P(O)O.CCOP(=O)(OCC)OCC
DFT total energy: -58036.034 eV
orbital gap: 0.312 Ha
strongest force on any atom: 0.1000 hartree/bohr

---

(4)
The following is a DFT calculation (wB97M-V/def2-TZVPD) of a molecular structure, C6H21AgB2NOS at a distorted geometry.

ORCA input file:
```
! wB97M-V def2-TZVPD RIJCOSX def2/J DEFGRID3
* xyz 0 2
Ag 3.37640 -3.90614 -6.41635
B 5.77088 -5.14272 -7.02943
H 6.36453 -5.90533 -6.54959
H 6.50853 -4.41421 -7.32842
H 5.15829 -5.52858 -7.82948
H 5.20733 -4.70851 -6.21819
B 3.52557 -2.68522 -4.16733
H 3.65490 -1.73277 -3.67705
H 4.20469 -2.84873 -4.98970
H 3.77028 -3.39116 -3.38888
H 2.53510 -2.86153 -4.55735
C -1.94405 -8.72909 -7.06337
C -1.11107 -7.78230 -6.26507
C 0.38942 -7.95777 -6.60860
C 1.16606 -6.63355 -6.40938
N 1.68416 -5.62395 -6.23497
H -1.84876 -8.74724 -8.14905
H -2.97618 -8.40865 -6.92158
H -1.86374 -9.78173 -6.79208
H -1.27347 -7.94548 -5.19965
H -1.35080 -6.76049 -6.55924
H 0.69677 -8.42068 -7.54634
H 0.88873 -8.62399 -5.90509
C 4.54234 -2.17836 -8.65600
S 2.95923 -1.25319 -8.35177
O 2.12581 -2.43674 -7.89013
C 3.42350 -0.16582 -6.91175
H 4.52055 -3.10813 -9.22447
H 4.94375 -2.39535 -7.66610
H 5.25256 -1.62725 -9.27243
H 4.28328 -0.66835 -6.46865
H 2.66339 -0.15865 -6.13055
H 3.67017 0.81032 -7.32937
*
```

DFT total energy: -26277.516 eV
orbital gap (spin up / spin down): 0.373 / 0.204 Ha
⟨S²⟩: 0.757
strongest force on any atom: 0.1231 hartree/bohr

---

(5)
The following is a DFT calculation (wB97M-V/def2-TZVPD) of a molecular structure, C6H21ClI2NP2Re at a distorted geometry.

ORCA input file:
```
! wB97M-V def2-TZVPD RIJCOSX def2/J DEFGRID3
* xyz 3 4
I -0.00531 2.58271 0.89023
I 0.00940 -2.55681 0.99080
Re -0.00042 -0.03914 -0.30925
P -2.29498 -0.01671 -0.25637
C -3.26195 0.05200 1.30379
C -3.01150 1.37098 -1.20198
H -4.07018 1.15471 -1.38502
H -4.09396 -1.24530 -1.28351
H -2.48948 1.46104 -2.15986
H -2.52431 -1.62801 -2.04584
H -3.03254 0.97867 1.83882
H -2.90564 2.29808 -0.62960
C -3.03639 -1.46110 -1.09256
H -4.32563 0.03818 1.06018
H -2.93802 -2.34683 -0.45668
H -3.02985 -0.82294 1.92132
P 2.29460 -0.00337 -0.25708
C 3.26193 0.07403 1.30308
C 3.04461 -1.44487 -1.09123
H 2.47698 1.47695 -2.16019
H 4.06181 1.17381 -1.39318
H 2.89812 2.31397 -0.63157
C 3.00307 1.38683 -1.20439
H 2.53674 -1.61186 -2.04653
H 4.10203 -1.22510 -1.27680
H 4.32511 0.06476 1.05922
H 3.03422 -0.80060 1.92232
H 2.94562 -2.33072 -0.45589
H 3.02785 1.00050 1.83609
Cl -0.00013 -0.10567 -2.53007
N -0.00447 0.03693 2.15184
H 0.81389 -0.42333 2.55949
H -0.81358 -0.41554 2.55782
H 0.00238 1.01374 2.47255
*
```

DFT total energy: -57453.357 eV
orbital gap (spin up / spin down): 0.216 / 0.134 Ha
⟨S²⟩: 3.835
strongest force on any atom: 0.1027 hartree/bohr

---

(6)
The following is a DFT calculation (wB97M-V/def2-TZVPD) of a molecular structure, C6H21F3O9Y at a distorted geometry.

ORCA input file:
```
! wB97M-V def2-TZVPD RIJCOSX def2/J DEFGRID3
* xyz -1 1
Y 0.86099 1.70750 1.34448
C -2.19297 2.21590 -3.06333
C -2.56460 2.98863 -1.80093
O -1.98864 2.60292 -0.56310
H -2.56852 1.19815 -2.95722
H -1.12547 2.12713 -3.26495
H -2.65893 2.63105 -3.95698
H -3.65439 2.99894 -1.78171
H -2.23351 4.01610 -1.95182
O 3.33716 0.66651 2.75065
H 3.62931 -0.25956 2.85822
O -0.36666 2.61824 4.01563
H -0.46511 3.58984 3.98671
C 0.57641 -2.27188 -1.84904
O -0.33666 -2.98602 -0.97652
O 0.97036 -1.07255 -1.17012
C 1.54633 -3.26300 -2.52414
F 1.02187 -4.03764 -3.46698
F 2.55352 -2.63365 -3.10516
F 2.07582 -4.09556 -1.54536
C -1.58920 -3.43375 -1.40916
C -1.90578 -4.50721 -0.47836
H -2.91719 -4.86398 -0.67295
H -1.22881 -5.34162 -0.66159
H -1.88101 -4.10043 0.53259
H -1.68912 -3.80197 -2.43020
H -2.18292 -2.52231 -1.33932
H -0.00647 -1.80339 -2.64206
O 1.90170 -0.01441 5.84300
H 2.32723 -0.82207 6.13082
H 2.18700 0.09715 4.93614
O -0.53996 -0.99419 2.48394
H -0.74968 -1.38104 3.33401
H -0.86931 -1.62612 1.84487
O 3.20527 3.21169 -0.32900
H 4.06068 2.78361 -0.36444
H 3.33170 4.03933 -0.79294
O 0.72615 5.07085 1.57323
H -0.05424 5.61020 1.70102
H 1.45765 5.65863 1.76210
*
```

energy above the lowest of the compared OMol25 structures with the same formula, charge and spin: 1153.12 kJ/mol
DFT total energy: -34179.657 eV
orbital gap: 0.197 Ha
strongest force on any atom: 0.0949 hartree/bohr